[1]
This record from OMol25 describes a structure of composition C65H70CaNOSb2SeSiTe in a non-equilibrium geometry. The level of theory is the ωB97M-V functional and the def2-TZVPD basis.

Structure (ORCA input):
```
! RIJCOSX wB97M-V def2-TZVPD def2/J DEFGRID3
* xyz -2 2
Ca 0.468 -0.584 -1.506
C -1.518 -3.168 0.745
C -0.316 -3.673 1.531
C -0.329 -3.247 3.006
Sb -0.363 -1.092 3.296
C -2.528 -0.987 3.422
C -3.171 -0.291 2.403
C -4.554 -0.224 2.351
C -5.310 -0.818 3.350
C -4.679 -1.507 4.380
C -3.294 -1.600 4.408
C -0.080 -1.123 5.440
C -0.791 -0.202 6.208
C -0.553 -0.073 7.568
C 0.413 -0.860 8.181
C 1.148 -1.759 7.422
C 0.907 -1.881 6.060
Sb -1.732 -3.904 -1.306
C -2.808 -5.710 -0.607
C -2.113 -6.706 0.079
C -2.717 -7.909 0.419
C -4.037 -8.148 0.066
C -4.740 -7.177 -0.634
C -4.125 -5.980 -0.977
C -3.554 -2.778 -1.519
C -4.569 -2.850 -0.566
C -5.716 -2.084 -0.705
C -5.856 -1.226 -1.789
C -4.848 -1.142 -2.735
C -3.705 -1.920 -2.602
H -1.481 -2.075 0.644
H -2.446 -3.415 1.264
H 0.602 -3.327 1.040
H -0.301 -4.769 1.515
H 0.559 -3.643 3.507
H -1.215 -3.643 3.509
H -2.602 0.202 1.619
H -5.024 0.289 1.520
H -6.391 -0.751 3.324
H -5.275 -1.985 5.149
H -2.804 -2.144 5.210
H -1.541 0.418 5.730
H -1.116 0.648 8.149
H 0.601 -0.762 9.243
H 1.917 -2.359 7.892
H 1.505 -2.570 5.473
H -1.074 -6.541 0.350
H -2.156 -8.665 0.956
H -4.512 -9.086 0.328
H -5.773 -7.354 -0.913
H -4.681 -5.238 -1.540
H -4.475 -3.509 0.290
H -6.503 -2.152 0.039
H -6.743 -0.610 -1.882
H -4.928 -0.458 -3.571
H -2.906 -1.824 -3.325
C -0.415 -1.696 -3.322
C -0.481 -0.669 -4.021
C -0.678 0.470 -4.831
C -2.007 0.649 -5.398
C -2.628 1.911 -5.495
C -3.893 2.057 -6.031
C -4.601 0.953 -6.500
C -4.029 -0.307 -6.365
C -2.769 -0.460 -5.812
C 0.383 1.425 -4.964
C 0.380 2.450 -5.949
C 1.403 3.370 -6.045
C 2.508 3.317 -5.195
C 2.572 2.288 -4.262
C 1.544 1.371 -4.149
H -2.114 2.778 -5.102
H -4.345 3.043 -6.073
H -5.580 1.078 -6.948
H -4.583 -1.179 -6.698
H -2.347 -1.452 -5.706
H -0.433 2.496 -6.659
H 1.353 4.145 -6.805
H 3.306 4.046 -5.275
H 3.439 2.196 -3.616
H 1.639 0.576 -3.414
C 2.800 -2.697 -2.637
C 3.294 -1.854 -1.454
O 4.527 -1.910 -1.204
N 2.410 -1.142 -0.781
Te 3.458 -0.303 0.993
C 4.918 0.642 2.522
C 6.211 0.139 2.701
C 6.748 -1.019 1.889
C 7.053 0.688 3.669
C 6.631 1.712 4.500
C 7.532 2.285 5.562
C 5.336 2.190 4.337
C 4.488 1.677 3.364
C 3.100 2.254 3.233
C 3.447 1.558 -0.065
C 2.271 2.300 -0.199
C 0.952 1.816 0.337
C 2.289 3.523 -0.864
C 3.454 4.031 -1.408
C 3.485 5.367 -2.097
C 4.608 3.259 -1.316
C 4.622 2.028 -0.675
C 5.888 1.214 -0.690
H 3.609 -3.354 -2.948
H 2.523 -2.052 -3.471
H 1.924 -3.284 -2.359
H 6.091 -1.256 1.054
H 6.832 -1.908 2.520
H 7.744 -0.792 1.506
H 8.061 0.296 3.776
H 8.505 1.793 5.556
H 7.091 2.156 6.553
H 7.686 3.355 5.408
H 4.979 2.983 4.989
H 2.810 2.790 4.138
H 2.375 1.460 3.045
H 3.060 2.948 2.390
H 1.016 0.742 0.507
H 0.143 2.042 -0.367
H 0.705 2.299 1.285
H 1.363 4.081 -0.959
H 2.479 5.758 -2.244
H 3.960 5.283 -3.076
H 4.059 6.086 -1.506
H 5.520 3.626 -1.777
H 6.571 1.578 -1.458
H 5.651 0.167 -0.887
H 6.389 1.275 0.278
C -4.832 3.659 -1.864
Si -3.010 3.425 -1.378
C -2.008 4.704 -2.361
C -2.862 3.957 0.446
Se -2.289 1.359 -1.668
H -5.147 4.697 -1.723
H -5.477 3.015 -1.262
H -4.982 3.388 -2.911
H -2.478 5.692 -2.342
H -1.902 4.387 -3.400
H -1.004 4.793 -1.939
H -3.260 4.964 0.610
H -1.813 3.956 0.754
H -3.400 3.263 1.095
*
```

ΔE to the lowest compared entry with this formula, charge and spin: 2.9646 eV
gap between HOMO and LUMO (spin up / spin down): 0.136 / 0.109 Eh
⟨S²⟩: 0.76
HOMO energy (spin up / spin down): -0.32 / -0.31 eV

[2]
This record from OMol25 describes a cluster of 10 separate species, C36H50B2Cl18I2N2O7 in total in a non-equilibrium geometry. The level of theory is the ωB97M-V functional and the def2-TZVPD basis.

Structure (ORCA input):
```
! RIJCOSX wB97M-V def2-TZVPD def2/J DEFGRID3
* xyz 0 1
C 2.476 3.013 5.999
C 1.456 2.078 5.289
B 1.190 2.717 3.872
O 0.317 3.777 3.759
C 2.023 2.227 2.621
C 3.406 2.374 2.702
C 4.259 2.017 1.664
C 3.749 1.499 0.485
N 4.677 1.142 -0.551
C 2.358 1.320 0.390
C 1.498 1.658 1.448
C 0.045 1.349 1.269
O -0.825 2.074 1.671
C -0.240 0.083 0.512
C -1.282 -0.796 0.827
O -2.146 -0.565 1.861
C -3.451 -0.075 1.435
C -4.050 0.921 2.424
C -3.818 2.333 1.875
C -5.574 0.650 2.470
C -6.424 1.831 2.909
C -5.873 -0.575 3.317
C -1.411 -1.995 0.091
C -2.394 -3.107 0.384
I -4.194 -2.899 -0.792
C -2.678 -3.421 1.839
C -3.467 -4.706 2.021
I -0.807 -3.644 2.898
C -0.546 -2.204 -0.992
N -0.665 -3.397 -1.815
C -1.383 -3.372 -2.797
O -1.976 -3.376 -3.767
C 0.464 -1.320 -1.360
B 1.311 -1.739 -2.652
O 0.971 -1.131 -3.834
O 2.247 -2.726 -2.609
C 3.071 -2.747 -1.432
C 0.606 -0.184 -0.571
C 1.711 0.772 -0.831
O 2.039 1.090 -1.951
H 2.517 3.985 5.509
H 2.194 3.217 7.026
H 3.469 2.581 5.992
H 0.543 1.980 5.865
H 1.913 1.099 5.185
H -0.590 3.465 3.869
H 3.827 2.777 3.612
H 5.329 2.125 1.736
H 4.485 1.694 -1.379
H 4.506 0.187 -0.843
H -4.133 -0.914 1.376
H -3.366 0.363 0.445
H -3.637 0.764 3.414
H -4.435 2.450 0.987
H -4.049 3.110 2.596
H -2.791 2.465 1.560
H -5.873 0.408 1.446
H -6.073 2.275 3.838
H -6.516 2.591 2.144
H -7.435 1.471 3.096
H -5.620 -0.395 4.360
H -5.285 -1.433 2.996
H -6.913 -0.876 3.247
H -1.943 -4.000 -0.027
H -3.196 -2.631 2.361
H -3.565 -4.925 3.077
H -3.005 -5.538 1.500
H -4.472 -4.535 1.642
H 1.633 -0.497 -4.130
H 2.549 -3.227 -0.608
H 3.351 -1.746 -1.119
H 3.966 -3.301 -1.682
C -2.562 0.643 6.561
Cl -2.838 2.373 6.762
Cl -1.832 0.295 4.986
H -1.889 0.305 7.340
H -3.510 0.122 6.623
C 5.837 -0.274 -5.047
Cl 4.297 -0.213 -4.175
Cl 7.168 -0.346 -3.891
H 5.843 -1.156 -5.671
H 5.936 0.619 -5.645
C 8.875 -4.087 -5.558
Cl 7.848 -2.800 -6.209
Cl 9.299 -3.822 -3.867
H 8.337 -5.023 -5.637
H 9.788 -4.119 -6.141
C -1.085 5.803 6.250
Cl -2.698 6.047 6.941
Cl -0.009 4.953 7.362
H -1.183 5.214 5.346
H -0.657 6.774 6.030
C 2.235 1.320 -7.047
Cl 1.855 -0.378 -6.737
Cl 3.975 1.604 -7.215
H 1.753 1.623 -7.968
H 1.859 1.901 -6.208
C -6.398 -5.963 -3.238
Cl -6.048 -6.186 -1.521
Cl -7.230 -4.434 -3.550
H -5.460 -5.959 -3.781
H -7.030 -6.776 -3.572
C -1.027 4.132 -5.326
Cl 0.542 3.382 -4.987
Cl -0.864 5.829 -5.782
H -1.493 3.596 -6.144
H -1.633 4.067 -4.432
C -3.506 -1.335 -6.314
Cl -4.919 -1.181 -5.264
Cl -2.893 0.239 -6.840
H -2.724 -1.844 -5.762
H -3.790 -1.903 -7.191
C 8.758 0.332 -0.604
Cl 8.607 0.220 1.155
Cl 8.890 -1.255 -1.369
H 7.873 0.823 -0.995
H 9.649 0.902 -0.838
*
```

gap between HOMO and LUMO: 0.305 Eh
HOMO energy: -9.12 eV